# 1
{
  "formula": "C35H29GeN6RhS2",
  "method": "wB97M-V/def2-TZVPD",
  "elements": ["Rh", "C", "C", "N", "C", "C", "C", "C", "C", "C", "C", "C", "C", "N", "C", "H", "H", "H", "H", "H", "H", "H", "H", "N", "C", "N", "C", "C", "S", "C", "C", "S", "C", "N", "N", "H", "H", "H", "H", "H", "H", "C", "Ge", "C", "C", "C", "C", "C", "C", "C", "C", "C", "C", "C", "C", "C", "C", "C", "C", "H", "H", "H", "H", "H", "H", "H", "H", "H", "H", "H", "H", "H", "H", "H"],
  "xyz": [[10.21112, 10.37133, 7.56734], [13.90592, 9.25886, 5.28086], [12.71635, 9.22159, 6.04344], [12.07799, 10.32492, 6.37129], [12.60254, 11.52517, 6.08597], [13.79143, 11.71330, 5.31569], [14.43466, 10.50506, 4.96795], [14.27184, 13.02634, 5.13764], [13.76402, 14.14641, 5.67518], [12.56588, 13.99823, 6.47896], [11.98056, 15.07186, 7.16550], [10.92876, 14.81968, 8.00278], [10.39647, 13.49907, 8.10814], [10.88743, 12.46806, 7.41484], [11.95828, 12.69110, 6.63707], [14.49573, 8.39508, 5.08095], [12.21095, 8.28426, 6.37266], [15.37321, 10.59439, 4.45728], [15.21833, 13.09089, 4.57177], [14.27864, 15.11353, 5.61078], [12.51010, 16.01100, 7.02368], [10.43787, 15.59275, 8.62043], [9.50791, 13.26534, 8.64014], [8.19768, 12.24538, 5.33877], [7.79088, 10.95895, 5.22300], [8.39403, 10.02413, 5.86697], [7.83567, 8.75384, 5.59249], [6.76245, 8.85380, 4.77401], [6.42553, 10.46259, 4.28090], [8.32526, 7.56382, 6.21539], [7.52752, 6.41374, 6.42135], [8.14223, 5.27271, 7.42281], [9.49397, 6.34688, 7.63133], [9.47352, 7.51500, 6.96682], [10.47890, 5.95906, 8.45877], [8.91958, 12.34358, 6.04126], [7.91628, 12.95694, 4.72805], [6.18704, 8.07158, 4.31929], [6.57420, 6.22256, 5.95429], [10.48971, 5.07980, 8.92507], [11.18196, 6.70974, 8.69686], [8.22609, 10.97550, 10.58348], [9.60384, 9.90528, 9.95959], [8.90263, 8.09872, 10.45803], [9.53657, 7.11191, 11.26888], [8.90370, 5.89732, 11.46798], [7.66300, 5.65850, 10.80526], [7.00193, 6.71107, 10.16943], [7.56629, 7.93405, 10.05200], [11.39858, 10.64678, 10.49775], [11.31372, 11.90756, 11.06476], [12.50020, 12.53044, 11.60646], [13.64649, 11.74894, 11.74266], [13.73844, 10.47582, 11.14352], [14.92730, 9.64675, 11.36270], [14.95736, 8.37974, 10.85672], [13.92010, 7.97724, 10.04710], [12.76865, 8.69962, 9.84900], [12.61981, 9.95283, 10.41174], [8.16282, 10.76609, 11.68071], [7.28158, 10.78097, 10.08722], [8.44838, 12.05888, 10.38733], [10.52706, 7.33180, 11.67507], [9.32971, 5.13996, 12.09837], [7.11888, 4.70833, 10.84164], [5.98270, 6.51181, 9.82414], [7.00680, 8.75692, 9.61029], [10.34382, 12.37920, 11.12954], [12.40223, 13.51489, 12.02523], [14.52890, 12.21582, 12.23063], [15.74204, 10.08595, 11.91214], [15.80192, 7.78890, 11.03274], [14.02928, 6.99005, 9.54543], [11.95502, 8.25015, 9.28020]],
  "atomic_forces_ev_per_a": [[0.1164, -0.0151, -1.2038], [-0.2013, 1.4053, 0.9407], [-0.0358, -1.0360, -0.6113], [-0.4888, -0.1916, 0.6495], [0.6517, 1.3666, -0.8401], [-2.0233, -1.5742, 1.5952], [-0.2413, 0.1351, -0.2331], [2.4221, 0.2951, -1.2705], [-0.9119, -0.2677, 0.7977], [-0.4750, -1.3424, -0.1579], [0.8118, -0.4438, -0.1636], [-1.4062, -0.4069, 0.9821], [0.8349, 0.8072, -1.2049], [-0.4461, 0.8016, 0.4142], [1.5719, 0.7529, -0.5088], [-0.0116, -0.6472, -0.2213], [0.6890, 0.6766, -0.4601], [0.3798, -0.2256, -0.2821], [-0.5557, 0.1034, 0.2585], [-0.3988, -0.4545, -0.1325], [-0.6286, 0.2374, 0.3586], [0.4490, -0.3956, -0.5308], [-0.5283, 0.1865, 0.7741], [0.1345, -2.0415, 1.0745], [-0.1061, 1.7403, -0.3936], [1.3777, -1.9505, 0.9117], [0.5318, 1.3706, 0.4204], [-0.7094, -0.0341, -0.9715], [0.1576, -0.4588, 0.0567], [0.4898, -0.3796, 1.8143], [-1.3371, 0.2668, -1.6969], [0.2682, -0.1965, 0.0093], [1.6917, 0.0654, 0.9984], [-0.5975, -0.5291, -0.0611], [0.3963, 2.8692, -1.1392], [-0.0385, 0.7555, -0.5134], [-0.3344, 1.0992, -0.6569], [-0.1859, -0.3256, 0.0843], [-0.1241, 0.1268, -0.0646], [-0.0223, -0.4631, 0.4129], [-0.9927, -1.6457, -0.2289], [-0.8629, 2.4847, 0.6824], [1.5701, -2.0120, 1.1707], [0.6172, 0.4677, 0.6080], [-0.1830, 1.0521, -1.1314], [-1.3713, -0.2982, -0.9235], [0.4789, 0.2843, 0.7072], [-1.1630, -1.8841, 0.3558], [1.3555, 1.0280, -0.4248], [-1.6168, 0.1270, -0.3656], [1.5580, 0.3315, 0.0945], [-1.0514, -1.7192, -0.0815], [-0.0494, 1.7189, -0.3782], [0.9918, -1.0467, 0.3650], [-1.8192, 1.1878, -0.4673], [0.0730, 1.8311, 0.2809], [-0.8781, -2.0090, -1.3437], [0.5023, -1.0879, -0.4333], [0.7854, 0.5332, 1.3024], [-0.1679, 0.3583, -0.8250], [-0.1344, -0.1280, 0.1967], [-0.3614, -0.8880, 0.5029], [-0.3002, -0.2228, 0.0037], [0.1809, -0.2357, 0.1322], [0.5339, 0.2277, 0.3154], [0.3075, 0.2109, 0.0157], [0.1349, -0.2110, -0.0633], [0.1767, 0.3609, 0.0649], [0.2166, 0.2007, 0.1756], [-0.6526, -0.6263, -0.2895], [0.1465, -0.0748, 0.2205], [1.0157, -0.9850, 0.0984], [-0.2285, 0.7078, 0.4576], [0.0219, 0.2795, -0.0296]],
  "spin_multiplicity": 6,
  "de_lowest_kcal_mol": 27.4,
  "total_charge": 3,
  "largest_force_ev_per_a": 3.11,
  "orbital_gap_ev": [6.924, 4.412],
  "lumo_ev": [-8.32, -11.04],
  "s2": 8.789,
  "homo_energy_ev": [-15.2422, -15.4497],
  "e_tot_ha": -4662.5053
}



# 2
{
  "formula": "C35H30BrGaN9SSe2",
  "method": "wB97M-V/def2-TZVPD",
  "elements": ["Ga", "N", "C", "C", "C", "C", "C", "C", "S", "N", "C", "C", "C", "C", "C", "C", "N", "H", "H", "H", "H", "H", "H", "H", "H", "H", "Br", "C", "C", "C", "C", "C", "C", "N", "C", "C", "C", "C", "C", "C", "N", "H", "H", "H", "H", "H", "H", "H", "H", "H", "C", "N", "C", "C", "N", "C", "C", "Se", "H", "H", "H", "H", "H", "H", "H", "H", "Se", "N", "C", "C", "C", "C", "C", "C", "N", "H", "H", "H", "H"],
  "xyz": [[0.23714, 0.14939, 0.22840], [4.19229, 0.90529, 1.17138], [5.09651, 0.50453, 0.13710], [6.39081, 0.98461, 0.15704], [7.28619, 0.60471, -0.83398], [6.88025, -0.25101, -1.84315], [5.57351, -0.72628, -1.86535], [4.68778, -0.34737, -0.87387], [3.04514, -1.01623, -0.90669], [2.28734, -0.14676, 0.35288], [2.89667, 0.62208, 1.18730], [2.03144, 1.16403, 2.28574], [2.50845, 1.84987, 3.37821], [1.63356, 2.15625, 4.41534], [0.32003, 1.73484, 4.33576], [-0.09612, 1.07703, 3.19092], [0.73638, 0.82059, 2.17282], [4.56564, 1.53285, 1.86256], [6.70872, 1.65916, 0.94741], [8.30193, 0.97856, -0.80735], [7.57629, -0.55802, -2.61408], [5.25334, -1.40902, -2.64707], [3.54889, 2.14274, 3.45640], [1.98865, 2.70413, 5.27981], [-0.38066, 1.90926, 5.14291], [-1.11359, 0.73469, 3.08747], [3.89250, -5.13159, 4.32330], [2.78491, -4.15125, 3.18829], [2.56363, -4.59053, 1.89172], [1.72576, -3.86741, 1.05937], [1.10846, -2.70868, 1.51899], [1.36461, -2.26009, 2.80590], [2.19225, -2.98449, 3.64496], [0.20304, -1.98259, 0.66231], [-0.56909, -2.63764, -0.10064], [-1.33063, -1.91325, -1.12848], [-2.31535, -2.50308, -1.88490], [-2.95793, -1.73452, -2.85029], [-2.59118, -0.40876, -3.00860], [-1.60940, 0.11703, -2.18651], [-0.98154, -0.62916, -1.27632], [3.04957, -5.48814, 1.53149], [1.59982, -4.18529, 0.02782], [0.87270, -1.37799, 3.18240], [2.37006, -2.65413, 4.66071], [-0.67211, -3.71709, -0.02329], [-2.58251, -3.53918, -1.71271], [-3.73593, -2.16751, -3.46581], [-3.05719, 0.21443, -3.76126], [-1.31418, 1.15588, -2.24236], [0.93798, 0.42134, -3.97010], [0.59955, 1.84951, -3.92572], [0.24252, 2.59018, -5.04185], [0.04261, 3.85312, -4.62576], [0.27149, 3.87111, -3.25997], [0.16215, 5.08462, -2.43343], [0.60579, 2.63935, -2.83981], [1.20634, 2.20315, -1.10324], [1.61838, 0.24574, -4.79997], [0.03904, -0.17539, -4.11615], [1.42547, 0.14348, -3.04316], [0.18334, 2.15837, -6.02908], [-0.23076, 4.73768, -5.17909], [0.34468, 5.94595, -3.06697], [0.90493, 5.05932, -1.64525], [-0.83316, 5.16405, -2.00867], [-1.62598, 3.08725, 0.40302], [-1.52590, 1.29296, 0.59438], [-2.66354, 0.88666, 1.15881], [-2.99777, -0.45648, 1.52751], [-4.20289, -0.68418, 2.11074], [-5.15206, 0.36847, 2.36641], [-4.88151, 1.64975, 2.04394], [-3.62006, 1.94615, 1.42722], [-3.23010, 3.15646, 1.08684], [-2.29924, -1.26497, 1.36203], [-4.46594, -1.69514, 2.40435], [-6.09577, 0.11724, 2.83380], [-5.57628, 2.45690, 2.24754]],
  "atomic_forces_ev_per_a": [[0.1114, 0.1871, 0.0326], [0.2786, -0.0264, -0.1104], [-0.0417, 0.0673, 0.1195], [0.0650, 0.1247, 0.0936], [0.0793, 0.0192, -0.0057], [0.0251, -0.0411, -0.0490], [-0.0166, -0.0519, -0.0789], [-0.1063, 0.0020, -0.0512], [0.0432, -0.1023, 0.0563], [-0.3733, -0.1568, -0.4812], [-0.0062, 0.1477, 0.3642], [-0.0022, -0.2464, -0.1946], [0.1666, 0.1399, 0.1790], [0.1386, 0.0813, 0.0352], [-0.1286, -0.0766, 0.0180], [0.2399, 0.1175, -0.1265], [0.0121, 0.1537, 0.1100], [0.0376, -0.0038, 0.0427], [-0.0237, -0.0694, -0.0582], [-0.0633, -0.0245, -0.0090], [-0.0506, 0.0207, 0.0574], [0.0412, 0.0822, 0.0506], [-0.1119, -0.0346, 0.0256], [-0.0159, -0.0506, -0.0230], [0.0460, 0.0028, -0.0678], [-0.0820, 0.0188, -0.0271], [0.1217, -0.0900, 0.1076], [0.0540, -0.0682, -0.0265], [-0.0759, 0.0010, -0.1719], [0.0635, -0.0671, -0.2777], [-0.1994, 0.1120, -0.0413], [-0.1371, 0.0441, 0.1600], [-0.0642, 0.1823, 0.0729], [0.3012, 0.2545, 0.4653], [-0.2593, -0.2768, -0.2949], [0.2176, -0.0615, 0.1287], [-0.2152, -0.1722, -0.1233], [-0.0371, -0.1009, -0.0080], [-0.0576, 0.0480, -0.0476], [-0.0503, -0.1067, 0.1941], [0.0439, 0.0953, -0.1449], [-0.0321, 0.0435, 0.0091], [-0.0081, -0.0022, 0.1194], [-0.0334, 0.0098, 0.0486], [-0.0320, -0.0107, -0.0538], [0.0197, -0.0205, -0.0517], [0.0249, 0.0448, -0.0713], [0.0171, -0.0016, 0.0051], [-0.0132, -0.0039, 0.0750], [-0.0157, -0.0164, 0.0111], [0.0207, 0.2602, -0.2065], [-0.0096, -0.4304, -0.2633], [0.0918, -0.3017, 0.0674], [0.0018, 0.1639, 0.2732], [-0.1233, 0.3480, 0.0312], [0.0505, -0.1795, -0.1652], [-0.0268, 0.1383, -0.1679], [0.0670, 0.0867, -0.0471], [0.0194, 0.0407, 0.0003], [0.0461, 0.0455, -0.0486], [0.0704, 0.0090, 0.0965], [0.0146, 0.0007, 0.1259], [0.0290, -0.0447, 0.0987], [0.0298, 0.0181, -0.0495], [0.0728, -0.0369, 0.0498], [-0.1017, -0.0355, 0.0208], [0.3072, 0.2816, -0.1894], [-0.3431, -0.3312, 0.3864], [-0.1516, -0.1998, -0.0409], [0.0796, 0.2481, -0.0498], [-0.1216, 0.0370, 0.0403], [-0.0145, -0.2179, 0.0419], [0.0329, 0.1370, -0.0377], [0.0307, -0.0547, 0.0156], [-0.1188, -0.1140, 0.0950], [-0.0022, 0.0053, 0.0406], [0.0018, 0.0867, -0.0217], [0.0595, -0.0274, -0.0109], [0.0925, -0.0503, -0.0716]],
  "spin_multiplicity": 1,
  "de_lowest_kcal_mol": 17.8,
  "total_charge": 3,
  "largest_force_ev_per_a": 0.63,
  "orbital_gap_ev": 6.132,
  "lumo_ev": -8.95,
  "homo_energy_ev": -15.0825,
  "e_tot_ha": -11543.6223
}



# 3
{
  "formula": "C35H30N2O4",
  "method": "wB97M-V/def2-TZVPD",
  "elements": ["C", "C", "C", "O", "C", "O", "C", "C", "C", "C", "C", "C", "C", "N", "C", "C", "C", "O", "O", "H", "H", "H", "H", "H", "H", "H", "H", "H", "H", "H", "H", "C", "N", "C", "C", "C", "C", "C", "C", "C", "C", "C", "C", "C", "C", "C", "C", "C", "C", "C", "C", "C", "C", "H", "H", "H", "H", "H", "H", "H", "H", "H", "H", "H", "H", "H", "H", "H", "H", "H", "H"],
  "xyz": [[2.02838, -0.49405, 4.14006], [0.63610, 0.12951, 4.23596], [0.06608, 0.13551, 5.65022], [0.61088, 1.49607, 3.76440], [0.50031, 1.73196, 2.41671], [0.44493, 2.88860, 2.00949], [0.44362, 0.56472, 1.56649], [1.13132, 0.56064, 0.31159], [2.52120, -0.04085, 0.33329], [2.62550, -1.37713, -0.04310], [3.87833, -1.97645, -0.05509], [5.00157, -1.23045, 0.31506], [6.30148, -1.83901, 0.27367], [7.36492, -2.32205, 0.19865], [4.87899, 0.12054, 0.66688], [3.62917, 0.73786, 0.64960], [0.01024, -0.67863, 2.11356], [-0.07817, -1.72154, 1.47393], [-0.32553, -0.65263, 3.45314], [2.41455, -0.44872, 3.11013], [2.71984, 0.04935, 4.79900], [1.97039, -1.54562, 4.45797], [-0.88956, 0.66247, 5.64520], [-0.09524, -0.89239, 5.97306], [0.74672, 0.64384, 6.33339], [0.56459, -0.16184, -0.27258], [1.10907, 1.57716, -0.09574], [1.72044, -1.92801, -0.31068], [3.96619, -3.01953, -0.35194], [5.76334, 0.69279, 0.94398], [3.49183, 1.80418, 0.86726], [1.45497, -3.07304, -4.70673], [0.11082, -2.52569, -4.68300], [-0.77823, -2.92638, -5.75040], [-0.32298, -1.69524, -3.67140], [0.44521, -0.56509, -3.31720], [-0.05088, 0.33995, -2.39999], [-1.19752, 0.04255, -1.61569], [-1.61881, 0.89642, -0.51626], [-2.47616, 0.45713, 0.57217], [-3.13618, 1.61228, 1.10870], [-4.18879, 1.46936, 2.00384], [-4.58228, 0.17938, 2.37700], [-3.84907, -0.94492, 1.96126], [-2.79547, -0.80839, 1.05539], [-2.65216, 2.78201, 0.38487], [-1.66355, 2.34804, -0.56771], [-1.10816, 3.27393, -1.45186], [-1.67195, 4.55278, -1.52701], [-2.72595, 4.92910, -0.67672], [-3.17490, 4.06478, 0.33189], [-1.91470, -1.13641, -1.93472], [-1.53709, -1.94421, -2.99236], [2.12153, -2.51129, -4.03782], [1.46545, -4.13583, -4.39448], [1.84714, -3.03751, -5.73156], [-1.45921, -2.10083, -6.00731], [-0.16988, -3.17431, -6.62947], [-1.38970, -3.80046, -5.47665], [1.38593, -0.38317, -3.84220], [0.52715, 1.24259, -2.21821], [-4.68410, 2.36367, 2.38216], [-5.46343, 0.04256, 3.00430], [-4.10755, -1.94203, 2.31986], [-2.22065, -1.67338, 0.73981], [-0.25598, 2.99576, -2.06231], [-1.29120, 5.26202, -2.26445], [-3.18413, 5.91211, -0.78520], [-3.91616, 4.36732, 1.07274], [-2.79106, -1.40682, -1.35000], [-2.13179, -2.81505, -3.27679]],
  "atomic_forces_ev_per_a": [[-0.0191, 0.1339, -0.0543], [-1.0058, -0.1188, -0.4890], [0.1044, 0.1644, -0.4085], [-0.1310, -0.1053, 0.1913], [-0.2306, 0.6545, -0.2642], [0.3235, -1.0274, 0.6320], [-0.8568, 0.0160, 1.9660], [0.7818, -0.6600, -1.5611], [-0.6717, 0.6856, -0.2894], [0.5922, -0.0848, 0.1377], [-0.3196, -0.0950, -0.0151], [-0.1526, 0.1676, -0.0186], [2.2472, -0.9672, -0.2014], [-2.2055, 0.9718, 0.2117], [-0.0225, 0.3538, 0.0533], [0.3385, -0.5185, 0.0576], [0.5894, -0.0144, -0.1706], [-0.3236, 0.2187, 0.4154], [0.7889, 0.2459, 0.1240], [-0.1215, -0.0439, 0.3617], [-0.2063, -0.1450, -0.1858], [0.0266, 0.3510, -0.1032], [0.0842, -0.0640, -0.0251], [0.0817, 0.0333, 0.0172], [-0.0008, -0.0446, -0.0411], [0.3713, 0.3999, -0.4087], [0.1718, -0.2092, -0.2191], [0.3543, 0.1382, 0.1334], [0.1812, 0.2055, 0.0937], [-0.1266, -0.2031, -0.1292], [0.1791, -0.4856, 0.0320], [0.1058, -0.0298, -0.0156], [0.3365, 0.1061, -0.2401], [-0.4194, -0.2099, 0.2746], [-0.0301, -0.0352, 0.2318], [-0.3164, 0.1724, 0.0751], [0.3651, -0.2391, -0.0130], [-0.1219, 0.2217, 0.3491], [0.1169, -0.5134, -0.5923], [-1.0607, 0.7866, 0.6316], [-0.2432, -1.2499, 0.0670], [0.5315, 0.2350, -0.3681], [0.3045, -0.5240, 0.1428], [-0.3097, 0.4867, 0.0640], [-0.0089, -0.1341, -0.2510], [0.4301, 0.1998, -1.0907], [-0.5648, 0.5848, 0.8441], [-0.2822, 0.0825, 0.1283], [-0.0557, -0.0627, 0.1649], [0.3916, -0.1930, 0.1003], [0.3105, -0.1283, 0.0075], [0.0589, -0.0163, 0.0004], [0.1567, 0.1690, -0.1532], [-0.2227, -0.2006, -0.2282], [-0.0278, 0.3682, -0.0130], [0.0753, 0.0905, 0.2362], [0.2109, -0.2476, 0.0522], [-0.2409, 0.0384, 0.1822], [0.0913, 0.0406, -0.2467], [-0.3697, 0.0710, 0.1773], [-0.2006, -0.2972, 0.0095], [-0.0956, -0.3321, -0.0716], [0.3173, 0.0511, -0.0336], [-0.0066, 0.3346, -0.0789], [-0.2079, 0.1096, 0.0773], [-0.3097, 0.2405, -0.1493], [-0.1157, -0.2000, 0.2777], [0.1993, -0.2133, 0.0531], [0.0575, 0.0291, -0.3936], [0.1522, 0.1638, -0.2251], [0.1761, 0.2912, 0.1741]],
  "spin_multiplicity": 1,
  "total_charge": 0,
  "largest_force_ev_per_a": 2.45,
  "orbital_gap_ev": 4.569,
  "lumo_ev": -2.51,
  "homo_energy_ev": -7.0819,
  "e_tot_ha": -1762.1296
}